Entry 1:
DFT (wB97M-V/def2-TZVPD) results for a molecular structure, C3H3AlO in a non-equilibrium geometry.

## Properties
- Total charge: +1
- Spin multiplicity: 2
- Total energy: -11790.4153 eV
- Strongest force on any atom: 2.85 eV/A

Element x y z (Å)
C1 0.27 -0.09 -0.75
C2 -0.95 -0.65 0.02
C3 -0.36 0.71 0.14
H1 -0.87 -1.37 0.85
H2 -1.88 -0.80 -0.56
H3 -0.75 1.72 0.26
O1 2.53 0.75 0.67
Al1 2.02 -0.26 -0.65

Charges per atom according to Mulliken partitioning, unit e: 0.2729, -0.5054, -0.1744, 0.2503, 0.2456, 0.3424, -0.1149, 0.6834



Entry 2:
DFT (wB97M-V/def2-TZVPD) results for a molecular structure, C30H33CrN7O4S6 in a non-equilibrium geometry.

## Properties
- Spin multiplicity: 5
- Energy relative to the best compared isomer or geometry (same formula, charge and spin): 0.752 eV
- Strongest force on any atom: 1.90 eV/A

Element x y z (Å)
Cr1 -0.02 0.02 0.81
C1 -0.94 0.39 -2.60
C2 -0.99 -1.08 -3.04
C3 0.36 -1.76 -3.09
C4 0.49 -3.02 -3.69
C5 1.75 -3.59 -3.77
C6 2.84 -2.89 -3.27
C7 2.62 -1.65 -2.70
N1 1.41 -1.10 -2.61
N2 -1.19 0.71 -1.17
C8 -2.58 0.36 -0.80
C9 -2.71 -0.84 0.11
C10 -3.72 -1.77 -0.05
C11 -3.85 -2.79 0.88
C12 -2.99 -2.82 1.97
C13 -2.01 -1.86 2.06
N3 -1.84 -0.89 1.15
C14 -0.98 2.17 -1.06
C15 -1.23 2.65 0.33
C16 -1.79 3.89 0.58
C17 -2.11 4.25 1.88
C18 -1.91 3.31 2.88
C19 -1.33 2.10 2.55
N4 -0.95 1.77 1.31
H1 0.03 0.78 -2.88
H2 -1.71 0.94 -3.17
H3 -1.70 -1.64 -2.43
H4 -1.37 -1.11 -4.07
H5 -0.38 -3.53 -4.07
H6 1.88 -4.56 -4.23
H7 3.84 -3.30 -3.33
H8 3.43 -1.05 -2.30
H9 -3.02 1.20 -0.26
H10 -3.19 0.21 -1.70
H11 -4.39 -1.69 -0.89
H12 -4.62 -3.55 0.75
H13 -3.08 -3.59 2.72
H14 -1.31 -1.84 2.89
H15 0.06 2.38 -1.34
H16 -1.63 2.71 -1.76
H17 -1.98 4.56 -0.25
H18 -2.53 5.22 2.10
H19 -2.19 3.51 3.90
H20 -1.15 1.35 3.31
S1 5.54 3.52 4.08
C20 4.33 2.68 3.37
S2 3.18 1.70 4.23
C21 2.27 1.14 2.84
C22 2.67 1.60 1.64
S3 1.98 1.14 0.12
S4 4.05 2.69 1.66
S5 0.98 0.00 3.05
C23 6.68 -5.15 -0.55
C24 6.14 -6.44 0.05
S6 4.97 -6.10 1.38
O1 5.42 -4.92 2.09
O2 4.76 -7.31 2.13
C25 3.42 -5.65 0.56
C26 2.52 -4.99 1.62
N5 1.63 -4.00 1.05
C27 1.78 -2.66 1.13
N6 0.74 -2.03 0.59
C28 -0.09 -2.99 0.11
C29 0.43 -4.22 0.38
N7 -0.13 -5.45 0.01
O3 -1.17 -5.41 -0.62
O4 0.43 -6.49 0.32
C30 3.01 -2.06 1.69
H21 7.49 -5.37 -1.26
H22 7.07 -4.52 0.24
H23 5.90 -4.61 -1.08
H24 6.92 -7.03 0.53
H25 5.61 -7.07 -0.66
H26 2.97 -6.55 0.17
H27 3.66 -4.94 -0.23
H28 3.15 -4.50 2.36
H29 1.93 -5.75 2.12
H30 -1.01 -2.79 -0.41
H31 3.88 -2.67 1.45
H32 2.94 -1.97 2.77
H33 3.14 -1.06 1.28

Charges per atom according to Mulliken partitioning, unit e: 0.4249, -1.3914, -1.0249, 0.6232, -0.8060, -0.4943, -0.6253, -0.4815, 0.0139, 0.8153, -1.4693, 0.6943, -0.8811, -0.6152, -0.9594, -0.5242, 0.8030, -1.4877, 0.5985, -1.0147, -0.4678, -1.0286, -0.4391, 1.0786, 0.5867, 0.5119, 0.2818, 0.6039, 0.4376, 0.4275, 0.5050, 0.4599, 0.5477, 0.4531, 0.4864, 0.4298, 0.4897, 0.5399, 0.5405, 0.5472, 0.4963, 0.4221, 0.4489, 0.4830, -0.2815, 0.1027, -0.1141, 0.1250, 0.0786, -0.5702, -0.0947, -0.6858, -0.9737, -0.5238, 1.2871, -0.6505, -0.6921, -0.2961, -1.9260, 0.5644, 0.4664, 1.2038, -0.9577, -0.1923, 1.0814, -0.6698, -0.6914, -1.7670, 0.3867, 0.3126, 0.1606, 0.4123, 0.3423, 0.6083, 0.2539, 0.8175, 0.2847, 0.7734, 0.4233, 0.3739, -0.0121



Entry 3:
DFT (wB97M-V/def2-TZVPD) results for a molecular structure, C5H13N3.

## Properties
- Energy relative to the best compared isomer or geometry (same formula, charge and spin): 4.968 eV
- Strongest force on any atom: 0.97 eV/A

Element x y z (Å)
C1 -0.15 -1.02 -0.47
C2 -1.55 0.91 -0.65
C3 -2.84 0.46 -1.28
N1 0.71 -0.83 0.54
C4 1.93 -0.11 0.35
N2 0.35 -1.02 1.92
N3 2.70 0.00 1.50
C5 2.31 0.35 -0.85
H1 -0.61 -0.71 2.04
H2 0.39 -2.02 2.12
H3 3.42 0.70 1.45
H4 2.16 0.04 2.35
H5 -1.01 -1.62 -0.17
H6 -0.57 -0.01 -1.07
H7 -1.07 1.76 -1.14
H8 -1.60 1.08 0.42
H9 3.26 0.86 -0.96
H10 1.74 0.15 -1.74
H11 -3.29 -0.37 -0.73
H12 -2.68 0.13 -2.31
H13 -3.58 1.27 -1.32

Charges per atom according to Mulliken partitioning, unit e: -0.9760, -0.6127, -0.9994, 0.4311, 0.6531, -0.7699, -0.4866, -1.1096, 0.2788, 0.2305, 0.2318, 0.3041, 0.4635, 0.1709, 0.3353, 0.3194, 0.2460, 0.3572, 0.2898, 0.3050, 0.3379



Entry 4:
DFT (wB97M-V/def2-TZVPD) results for C5H8N2 in the gas phase.

## Properties
- Energy relative to the best compared isomer or geometry (same formula, charge and spin): 3.219 eV
- Strongest force on any atom: 0.65 eV/A

Element x y z (Å)
C1 2.45 -0.75 -0.28
N1 1.23 0.07 -0.21
C2 0.77 1.32 -0.32
C3 -0.61 1.32 -0.13
C4 -0.97 -0.01 0.10
C5 -2.30 -0.62 0.39
N2 0.17 -0.71 0.04
H1 3.13 -0.40 0.51
H2 2.91 -0.60 -1.26
H3 0.58 -1.66 0.11
H4 1.45 2.14 -0.53
H5 -1.28 2.17 -0.16
H6 -2.40 -1.59 -0.10
H7 -3.10 0.03 0.03
H8 -2.45 -0.76 1.47

Charges per atom according to Mulliken partitioning, unit e: -0.7956, 0.1319, -0.4669, -0.5776, 0.6408, -1.1142, -0.2110, 0.1359, 0.1374, 0.4040, 0.4528, 0.3540, 0.3365, 0.3084, 0.2634



Entry 5:
DFT (wB97M-V/def2-TZVPD) results for 4 unconnected molecules or ions with the total composition C16H43N2O13P4S in a non-equilibrium geometry.

## Properties
- Total charge: +1
- Energy relative to the best compared isomer or geometry (same formula, charge and spin): 4.113 eV
- Strongest force on any atom: 5.56 eV/A

Element x y z (Å)
N1 4.04 0.32 -2.96
C1 3.17 -0.79 -3.33
C2 2.71 -1.56 -2.09
O1 2.35 -0.65 -1.06
C3 1.54 -2.53 -2.36
N2 0.40 -1.88 -3.02
C4 -0.47 -1.26 -2.32
C5 -1.48 -0.63 -3.18
P1 -3.24 -0.66 -2.64
S1 -3.39 0.31 -0.97
C6 -1.06 -0.90 -4.67
C7 0.13 -1.86 -4.45
H1 4.50 0.68 -3.79
H2 3.49 1.10 -2.63
H3 3.71 -1.48 -3.98
H4 2.31 -0.38 -3.88
H5 3.53 -2.16 -1.71
H6 1.89 0.09 -1.46
H7 1.92 -3.28 -3.04
H8 1.24 -2.96 -1.41
H9 -0.39 -1.20 -1.24
H10 -1.27 0.44 -3.04
H11 -3.94 0.02 -3.65
H12 -3.73 -1.97 -2.53
H13 -1.83 -1.29 -5.31
H14 -0.68 0.06 -5.00
H15 -0.21 -2.87 -4.72
H16 1.02 -1.72 -5.05
C8 3.22 -1.58 1.49
O2 4.21 -2.42 2.12
P2 4.39 -2.31 3.77
O3 5.81 -1.93 3.92
O4 4.09 -3.86 4.04
C9 4.83 -4.84 3.32
O5 3.65 -1.91 5.15
C10 4.06 -0.70 5.79
H17 3.25 -1.77 0.43
H18 2.22 -1.82 1.86
H19 3.43 -0.53 1.67
H20 5.84 -4.51 3.09
H21 4.30 -5.10 2.39
H22 4.88 -5.73 3.94
H23 4.14 0.13 5.09
H24 5.01 -0.86 6.30
H25 3.30 -0.47 6.54
C11 -1.54 -3.95 5.02
O6 -2.27 -2.88 4.37
P3 -1.68 -1.34 4.52
O7 -2.80 -0.61 5.15
O8 -1.56 -1.10 2.93
C12 -2.70 -1.35 2.11
O9 -0.35 -0.46 4.76
C13 -0.22 0.19 6.03
H26 -2.07 -4.88 4.84
H27 -0.53 -4.04 4.61
H28 -1.49 -3.78 6.10
H29 -3.63 -1.14 2.62
H30 -2.68 -2.38 1.76
H31 -2.62 -0.69 1.24
H32 -0.47 -0.47 6.86
H33 -0.85 1.07 6.05
H34 0.82 0.51 6.12
C14 -4.28 3.42 -2.48
O10 -3.62 4.29 -3.42
P4 -3.64 5.92 -3.13
O11 -4.28 6.47 -4.34
O12 -2.03 6.07 -3.12
C15 -1.29 5.56 -4.21
O13 -3.76 7.05 -1.99
C16 -4.98 7.81 -1.93
H35 -4.18 2.40 -2.84
H36 -3.82 3.49 -1.50
H37 -5.34 3.67 -2.41
H38 -1.84 5.63 -5.15
H39 -1.01 4.52 -4.02
H40 -0.38 6.16 -4.30
H41 -5.86 7.18 -2.01
H42 -4.98 8.56 -2.72
H43 -4.99 8.32 -0.97

Charges per atom according to Mulliken partitioning, unit e: -0.6220, -0.8518, 0.0978, -0.5082, -1.1645, 0.3485, -0.8849, -0.0692, 0.1567, -0.2909, -0.5599, -0.7182, 0.2685, 0.2461, 0.4510, 0.2843, 0.6827, 0.3320, 0.4436, 0.4471, 0.9343, 0.2723, 0.1306, 0.1212, 0.4354, 0.3013, 0.4181, 0.4164, -0.3890, -0.2511, 0.9424, -0.6923, -0.2989, -0.6594, -0.2415, -0.6811, -0.1700, 0.3677, 0.3817, 0.3444, 0.2194, 0.2506, 0.3457, 0.2911, 0.2171, -0.6859, -0.2999, 0.8501, -0.6810, -0.2012, -0.2832, -0.2051, -0.6719, 0.2362, 0.3132, 0.3195, 0.3990, 0.2506, -0.2507, 0.3515, 0.2943, 0.1888, -0.3420, -0.2556, 0.9357, -0.6434, -0.3144, -0.5743, -0.3024, -0.6181, -0.2053, 0.3664, 0.3606, 0.3383, 0.1435, 0.2561, 0.3154, 0.2808, 0.2391



Entry 6:
DFT (wB97M-V/def2-TZVPD) results for a gas-phase ion, C5H14N3 (charge +1) in a non-equilibrium geometry.

## Properties
- Total charge: +1
- Energy relative to the best compared isomer or geometry (same formula, charge and spin): 5.963 eV
- Strongest force on any atom: 2.46 eV/A

Element x y z (Å)
C1 1.61 -0.98 1.55
C2 1.68 0.17 0.55
C3 0.63 0.14 -0.58
C4 -0.89 0.24 -0.07
C5 -1.88 0.55 -1.22
N1 -3.13 0.79 -0.56
N2 -1.14 -0.90 0.58
N3 2.99 0.26 -0.08
H1 1.44 -1.94 1.04
H2 2.56 -1.04 2.07
H3 0.83 -0.84 2.29
H4 1.46 1.07 1.10
H5 0.72 -0.76 -1.18
H6 0.81 0.99 -1.23
H7 -1.86 -0.26 -1.96
H8 -1.55 1.47 -1.69
H9 -3.38 0.05 0.08
H10 -3.92 1.03 -1.15
H11 -0.99 1.08 0.64
H12 -1.70 -1.49 -0.06
H13 2.95 0.35 -1.08
H14 3.61 -0.52 0.14

Charges per atom according to Mulliken partitioning, unit e: -1.5280, 0.5623, -1.1388, 0.2343, -0.7882, -0.4496, -0.2546, -0.5527, 0.3758, 0.4559, 0.3937, 0.2237, 0.4059, 0.4628, 0.3922, 0.4031, 0.2251, 0.2502, 0.4547, 0.3601, 0.2602, 0.2520



- What is the formula in the fifth record?
  C16H43N2O13P4S